Entry from OMol25: a molecular structure, C31H37HgN5 at a distorted geometry (ωB97M-V with the def2-TZVPD basis set).

```
74
Properties=species:S:1:pos:R:3:mulliken_charge:R:1
Hg 0.38 0.27 0.86 0.971
N 1.23 1.58 3.30 -0.243
N -1.79 2.08 1.13 0.577
C -0.47 -3.06 -0.19 0.335
C -1.79 -2.65 0.12 0.440
C -1.96 -2.69 1.53 0.341
C -3.16 -2.25 2.28 -1.542
H -4.07 -2.27 1.65 0.358
H -3.04 -1.20 2.63 -0.009
H -3.32 -2.90 3.16 0.494
C -0.74 -3.14 2.10 0.589
C -0.42 -3.28 3.53 -1.486
H 0.03 -4.26 3.76 0.294
H -1.35 -3.16 4.13 0.395
H 0.27 -2.49 3.88 0.153
C 0.19 -3.34 1.05 0.586
C 1.59 -3.75 1.23 -1.519
H 2.07 -3.17 2.04 0.209
H 2.17 -3.57 0.32 0.377
H 1.69 -4.82 1.50 0.314
C -2.82 -2.16 -0.81 -1.270
H -3.78 -2.69 -0.68 0.367
H -2.47 -2.28 -1.85 0.529
H -3.02 -1.09 -0.65 -0.035
C 0.12 -3.18 -1.54 -1.445
H 1.20 -3.01 -1.52 0.311
H -0.32 -2.45 -2.24 0.216
H -0.04 -4.19 -1.97 0.162
C 2.20 2.28 3.89 -0.354
H 3.02 1.77 4.37 0.309
C 2.24 3.69 3.96 -0.617
H 3.10 4.16 4.42 0.371
C 1.15 4.39 3.38 -0.626
H 1.15 5.50 3.40 0.281
C 0.09 3.68 2.83 -0.374
H -0.79 4.19 2.38 0.300
C 0.13 2.29 2.85 0.268
C -0.95 1.45 2.27 -0.790
H -1.50 0.69 2.89 0.236
C -1.09 1.62 0.10 -1.588
C -3.11 2.29 0.63 -1.416
H -3.94 2.53 1.24 0.545
C -3.10 2.17 -0.71 -0.075
H -3.78 2.45 -1.51 0.388
N -1.78 1.80 -1.06 1.100
C -1.08 1.66 -2.30 -0.227
C -1.60 0.84 -3.31 1.341
C -0.71 0.44 -4.31 -0.815
H -1.12 -0.17 -5.11 0.159
C 0.63 0.80 -4.31 0.652
C 1.58 0.31 -5.35 -1.554
H 2.41 -0.24 -4.89 0.268
H 2.02 1.14 -5.92 0.302
H 1.07 -0.37 -6.04 0.347
C 1.09 1.70 -3.34 -0.874
H 2.14 2.00 -3.35 0.201
C 0.25 2.16 -2.33 0.744
C 0.77 3.18 -1.35 -1.005
H 0.37 4.18 -1.56 0.244
H 1.86 3.21 -1.46 0.278
H 0.55 2.92 -0.30 0.236
C -3.02 0.40 -3.33 -1.836
H -3.71 1.22 -3.58 0.310
H -3.36 -0.06 -2.39 0.360
H -3.11 -0.33 -4.13 0.335
N 3.22 -0.22 1.61 0.250
C 4.49 -0.22 1.18 -0.251
C 4.44 -0.37 -0.21 -1.094
C 3.09 -0.48 -0.57 -0.461
N 2.36 -0.40 0.57 -0.039
H 2.83 -0.07 2.54 0.180
H 5.28 -0.08 1.88 0.469
H 5.25 -0.37 -0.90 0.421
H 2.60 -0.61 -1.53 0.631
```

The calculation puts the HOMO-LUMO gap (alpha / beta) at 2.804 / 2.765 eV. The molar mass is 680.26 g/mol. The calculation puts the relative energy (zero: lowest compared OMol25 entry of this formula, charge and spin) at 16.5 kcal per mole. Its total charge is -2.


Entry from OMol25: a molecular structure, C31H37IN4O3STi (ωB97M-V with the def2-TZVPD basis set).

```
78
Properties=species:S:1:pos:R:3:mulliken_charge:R:1
Ti -0.13 -0.80 1.17 -0.414
C -3.51 -4.02 0.86 -1.083
C -3.87 -2.58 0.60 0.689
N -5.03 -2.32 -0.01 -0.787
C -5.29 -1.03 -0.28 -0.848
C -4.47 0.02 0.05 0.336
C -4.92 1.42 -0.24 -0.608
O -5.33 2.14 0.95 -0.609
C -3.26 -0.23 0.76 0.828
C -2.45 0.84 1.21 -0.453
N -1.42 0.80 2.13 -0.148
C -1.16 2.01 2.74 0.883
C -1.98 3.16 2.56 -0.743
C -1.67 4.40 3.09 -0.894
C -0.55 4.60 3.87 -0.656
C 0.23 3.48 4.15 -0.556
C -0.09 2.24 3.63 0.040
I 1.12 0.67 4.35 0.103
C -2.94 -1.60 0.98 0.228
O -1.78 -1.95 1.48 -1.102
H -4.35 -4.66 0.58 0.391
H -3.25 -4.17 1.91 0.287
H -2.63 -4.30 0.28 0.146
H -6.23 -0.84 -0.79 0.283
H -5.80 1.40 -0.89 0.411
H -4.14 2.00 -0.75 0.226
H -4.80 1.78 1.67 0.457
H -2.68 1.80 0.77 0.665
H -2.90 3.09 2.00 0.404
H -2.35 5.23 2.88 0.361
H -0.29 5.57 4.27 0.363
H 1.08 3.57 4.80 0.324
C 3.38 2.35 -3.58 -1.238
C 2.03 2.78 -3.02 -0.646
N 1.94 2.59 -1.58 0.282
C 2.04 3.77 -0.75 -1.195
C 0.71 4.49 -0.56 -0.555
C 1.51 1.36 -1.09 0.219
S 1.33 1.27 0.64 -0.294
N 1.34 0.44 -1.99 -0.028
C 0.82 -0.80 -1.78 -1.009
O 0.16 -1.13 -0.69 -0.354
C 0.94 -1.77 -2.81 1.111
C 0.41 -3.07 -2.64 -0.636
C 0.54 -4.03 -3.63 -0.629
C 1.19 -3.75 -4.83 -0.490
C 1.71 -2.46 -5.02 -0.473
C 1.60 -1.49 -4.05 -0.376
H 3.41 2.49 -4.67 0.327
H 3.53 1.29 -3.36 0.190
H 4.19 2.93 -3.13 0.417
H 1.23 2.22 -3.51 0.413
H 1.87 3.85 -3.23 0.476
H 2.76 4.45 -1.23 0.494
H 2.45 3.49 0.22 0.452
H 0.27 4.78 -1.52 0.338
H 0.84 5.40 0.05 0.385
H 0.01 3.83 -0.04 -0.137
H -0.10 -3.30 -1.71 0.441
H 0.12 -5.02 -3.46 0.370
H 1.28 -4.50 -5.60 0.340
H 2.21 -2.22 -5.95 0.359
H 2.00 -0.50 -4.20 0.326
C 2.09 -4.09 1.62 -1.768
C 2.38 -2.59 1.83 2.606
C 3.29 -2.44 3.07 -1.926
C 3.14 -2.06 0.61 -1.653
C 1.08 -1.86 2.05 -0.427
H 3.02 -4.66 1.49 0.452
H 1.48 -4.21 0.72 0.238
H 1.54 -4.50 2.47 0.389
H 4.23 -2.97 2.93 0.424
H 2.79 -2.84 3.96 0.387
H 3.51 -1.38 3.24 0.309
H 4.09 -2.59 0.49 0.541
H 3.33 -0.99 0.72 0.285
H 2.55 -2.20 -0.29 0.162
H 0.61 -2.07 3.02 0.577
```

The calculation puts the HOMO-LUMO gap (alpha / beta) at 3.766 / 5.447 eV. The molar mass is 720.50 g/mol. The calculation puts the relative energy (zero: lowest compared OMol25 entry of this formula, charge and spin) at 43.2 kcal per mole. Its total charge is -2. As for the spin multiplicity: 3.


Entry from OMol25: a molecular structure, C31H37InN5PS2 (ωB97M-V with the def2-TZVPD basis set).

```
77
Properties=species:S:1:pos:R:3:mulliken_charge:R:1
In 0.57 -0.32 0.17 1.614
C -0.15 1.04 3.08 -1.276
N -0.35 1.37 1.67 0.532
C 0.41 2.58 1.30 -0.678
C 1.89 2.30 1.35 0.818
C 2.83 3.30 1.56 -1.046
C 4.17 2.97 1.56 -0.505
C 4.54 1.64 1.39 -1.011
C 3.55 0.70 1.19 -0.427
N 2.26 1.03 1.16 0.606
C -1.77 1.49 1.34 -1.297
C -1.97 1.59 -0.15 0.700
C -2.94 2.40 -0.72 -1.163
C -3.05 2.45 -2.10 -0.759
C -2.19 1.68 -2.88 -1.348
C -1.27 0.88 -2.24 -0.499
N -1.17 0.83 -0.90 1.095
C -0.03 -0.44 3.34 0.673
C -0.38 -0.98 4.57 -1.150
C -0.15 -2.32 4.81 -0.509
C 0.44 -3.09 3.81 -0.809
C 0.73 -2.49 2.61 -0.532
N 0.49 -1.20 2.37 0.452
H -0.94 1.47 3.70 0.477
H 0.79 1.48 3.41 0.433
H 0.16 3.43 1.93 0.584
H 0.16 2.82 0.27 -0.337
H 2.51 4.32 1.71 0.556
H 4.93 3.73 1.71 0.486
H 5.58 1.35 1.40 0.493
H 3.79 -0.34 1.03 0.490
H -2.23 2.36 1.83 0.618
H -2.28 0.59 1.70 0.367
H -3.59 3.00 -0.09 0.581
H -3.79 3.08 -2.57 0.490
H -2.24 1.70 -3.96 0.556
H -0.58 0.25 -2.79 0.608
H -0.82 -0.35 5.33 0.544
H -0.42 -2.76 5.76 0.470
H 0.65 -4.14 3.97 0.513
H 1.19 -3.04 1.79 0.611
S 2.21 -1.25 -1.45 -0.372
C 2.32 0.33 -2.15 0.403
N 1.60 1.34 -1.76 0.403
C 1.87 2.47 -2.52 -0.770
C 1.27 3.73 -2.39 -0.132
C 1.67 4.75 -3.23 -1.009
C 2.65 4.54 -4.21 -0.543
C 3.24 3.30 -4.36 -0.669
C 2.84 2.28 -3.52 0.861
S 3.40 0.63 -3.48 -0.255
H 0.50 3.91 -1.65 0.381
H 1.22 5.73 -3.14 0.442
H 2.95 5.36 -4.85 0.421
H 3.99 3.13 -5.12 0.436
C -3.02 -2.43 1.72 -1.111
C -2.07 -3.40 1.02 -0.925
P -1.07 -2.58 -0.28 0.632
C -2.28 -2.20 -1.62 -0.250
C -3.10 -3.37 -2.16 -1.519
C 0.00 -3.90 -0.99 -0.613
C -0.47 -5.35 -0.79 -1.454
H -3.59 -2.94 2.49 0.452
H -3.74 -2.00 1.02 0.307
H -2.47 -1.62 2.19 0.044
H -2.63 -4.21 0.55 0.743
H -1.40 -3.85 1.74 0.423
H -1.69 -1.75 -2.42 0.277
H -2.94 -1.42 -1.24 0.341
H -2.47 -4.09 -2.68 0.327
H -3.83 -2.99 -2.88 0.438
H -3.65 -3.88 -1.38 0.335
H 1.00 -3.78 -0.57 0.360
H 0.09 -3.68 -2.06 0.510
H -0.45 -5.64 0.26 0.324
H 0.19 -6.02 -1.33 0.425
H -1.48 -5.50 -1.17 0.318
```

The calculation puts the HOMO-LUMO gap at 7.912 eV. The molar mass is 689.60 g/mol. Its total charge is +2.